1.
# C46H136O30

A cluster of 22 separate species, C46H136O30 in total at a distorted geometry (the ωB97M-V functional and the def2-TZVPD basis, the OMol25 dataset).

Geometry (Å):
C: -1.650279 -4.498412 -4.254845
C: -1.126313 -3.431156 -3.275965
O: -0.934532 -2.191472 -3.969783
H: -1.791954 -5.477650 -3.760441
H: -0.902968 -4.541236 -5.025083
H: -2.593465 -4.139631 -4.652741
H: -0.224671 -3.866008 -2.859070
H: -1.750094 -3.218321 -2.431346
H: -0.233808 -2.303795 -4.632894
C: 2.076075 2.775339 -2.706953
C: 1.630255 3.853837 -1.762822
O: 1.637739 5.130227 -2.415939
H: 1.453567 2.722304 -3.590038
H: 2.002078 1.837865 -2.164974
H: 3.093780 2.932843 -3.054414
H: 2.273403 3.895059 -0.878709
H: 0.624274 3.600078 -1.405568
H: 1.535122 5.822403 -1.746040
C: 4.994897 0.145988 -5.556439
C: 6.484842 0.178814 -5.202132
O: 6.817267 -0.577855 -4.068004
H: 4.757386 0.830985 -6.395177
H: 4.397033 0.337366 -4.669420
H: 4.696375 -0.854138 -5.892261
H: 6.834131 1.237389 -5.043243
H: 7.124586 -0.243413 -5.990612
H: 6.391941 -0.144343 -3.307454
C: 0.737086 -0.484627 -1.579606
C: 0.106453 0.612190 -0.776948
O: 1.139864 1.357595 -0.059808
H: -0.024907 -1.143092 -2.001456
H: 1.449978 -1.013043 -0.967610
H: 1.259936 -0.017918 -2.444595
H: -0.649144 0.236862 -0.078458
H: -0.417134 1.277294 -1.456741
H: 0.744785 2.149063 0.350853
C: 3.542137 -2.425626 -2.493243
C: 4.655781 -3.392722 -2.703163
O: 4.815194 -4.136757 -1.459164
H: 2.580472 -2.881582 -2.242751
H: 3.364487 -1.858688 -3.406412
H: 3.726504 -1.675694 -1.733722
H: 5.530871 -2.863352 -3.041166
H: 4.453620 -4.131057 -3.512668
H: 5.625191 -4.643283 -1.560838
C: -2.588804 -6.044244 0.810791
C: -2.236875 -5.336133 -0.477532
O: -0.812165 -5.191992 -0.552639
H: -3.650217 -6.166594 0.903857
H: -2.195663 -5.387299 1.565434
H: -2.087354 -7.015551 0.855534
H: -2.581976 -4.297573 -0.373446
H: -2.674292 -5.789152 -1.377253
H: -0.423382 -5.910644 -1.057643
C: -0.771184 7.733626 -0.085964
C: -0.527563 6.310459 0.326525
O: 0.900218 6.034747 0.428139
H: -0.328109 8.415486 0.663046
H: -1.845437 7.950996 -0.116586
H: -0.349726 7.865323 -1.084177
H: -0.847697 5.548725 -0.405579
H: -1.020956 6.018484 1.271251
H: 1.373194 6.750572 0.924325
C: -1.618210 3.689187 -3.828781
C: -3.020738 3.206292 -4.050452
O: -3.138077 2.255919 -5.046737
H: -1.037456 2.836159 -3.452354
H: -1.554548 4.511494 -3.094840
H: -1.207928 3.980553 -4.808358
H: -3.565046 4.063417 -4.461477
H: -3.495153 2.886063 -3.104218
H: -2.580443 1.484896 -4.841560
C: -2.611703 1.779321 4.434635
C: -3.041343 0.791188 5.510397
O: -1.906260 0.091437 6.027163
H: -2.052919 1.368522 3.592943
H: -1.957158 2.447071 4.980787
H: -3.469684 2.414184 4.195070
H: -3.754048 0.037936 5.084469
H: -3.543855 1.293738 6.340670
H: -2.155493 -0.466983 6.776994
C: 0.739457 0.445683 -5.499304
C: 0.526801 -0.523482 -6.611123
O: 0.833493 -1.779238 -6.035585
H: 0.447892 1.490783 -5.711589
H: 1.788554 0.392277 -5.179318
H: 0.096856 0.031093 -4.670317
H: 1.268313 -0.317161 -7.370051
H: -0.475437 -0.375703 -7.023630
H: 0.745188 -2.390913 -6.775970
C: -6.784971 -4.680232 -3.343941
C: -5.992310 -3.450936 -2.918139
O: -4.778255 -3.939269 -2.372263
H: -7.680963 -4.358897 -3.865361
H: -6.959849 -5.359862 -2.499338
H: -6.177976 -5.223480 -4.083641
H: -6.538476 -2.957085 -2.096499
H: -5.872077 -2.725183 -3.734140
H: -4.298628 -3.239064 -1.892740
C: -3.427554 3.223356 -0.207936
C: -3.339410 2.771538 1.238490
O: -4.068552 3.746218 1.973035
H: -4.397650 3.025081 -0.666004
H: -2.688100 2.735926 -0.846098
H: -3.278226 4.302562 -0.169221
H: -2.293889 2.712636 1.544199
H: -3.780667 1.774892 1.330080
H: -4.436802 3.367684 2.780670
C: 3.022489 -6.971016 -1.351624
C: 2.938332 -6.531732 0.055676
O: 2.998959 -7.642931 0.973743
O: 1.740494 -7.447860 -1.874940
H: 3.705600 -7.837706 -1.336033
H: 3.405584 -6.222359 -2.002615
H: 2.025838 -5.924941 0.236250
H: 3.811963 -5.861417 0.223256
H: 2.229494 -8.224951 0.913304
H: 1.711761 -8.324651 -1.480499
C: 1.927246 0.247691 5.632592
C: 3.106327 1.191251 5.461869
O: 4.300930 0.439762 5.609405
O: 0.761307 0.861817 5.051981
H: 1.735084 0.110031 6.677524
H: 2.095169 -0.728233 5.152779
H: 3.156323 1.981545 6.219179
H: 3.061109 1.700395 4.502831
H: 4.417152 -0.160027 4.849472
H: -0.083346 0.514805 5.395854
C: 0.039567 3.953435 3.800135
C: 0.694820 3.013662 2.757161
O: 0.302620 3.402001 1.416925
O: 0.642938 5.284388 3.505009
H: 0.336324 3.678729 4.806617
H: -1.043157 3.928441 3.721621
H: 0.506531 1.965731 2.901005
H: 1.771108 3.197915 2.877374
H: 0.777935 4.243423 1.191852
H: 0.240336 5.868296 4.150332
C: 4.808550 1.591821 0.029275
C: 4.030337 1.684179 1.341062
O: 3.148289 0.586057 1.678540
O: 5.656844 0.476556 -0.099565
H: 5.444739 2.513910 0.043028
H: 4.052292 1.697836 -0.757086
H: 3.476624 2.611979 1.376317
H: 4.769851 1.645190 2.105242
H: 2.414088 0.647558 1.025683
H: 5.265799 -0.409643 0.099582
C: -3.519618 -2.869439 4.019986
C: -3.118498 -2.369453 2.657079
O: -4.065944 -2.599199 1.652261
O: -4.744891 -2.254906 4.431809
H: -2.690098 -2.599040 4.671790
H: -3.612330 -3.951593 4.026704
H: -2.187887 -2.889536 2.323036
H: -2.942686 -1.272934 2.745520
H: -4.813098 -1.999858 1.787698
H: -5.249883 -2.824931 5.018319
C: 5.631587 -1.573443 2.733179
C: 5.631579 -2.703746 1.685830
O: 5.170021 -2.102672 0.478764
O: 4.355209 -1.301857 3.220033
H: 6.129570 -0.719386 2.227035
H: 6.239948 -1.890191 3.578870
H: 4.897987 -3.454607 2.046849
H: 6.610044 -3.191263 1.538814
H: 5.060020 -2.852529 -0.168548
H: 3.954546 -0.687477 2.559907
C: 4.011894 7.443151 2.106791
C: 4.260904 5.913212 2.034653
O: 3.642119 5.205868 3.085092
O: 2.560994 7.687560 2.243049
H: 4.232523 7.952467 1.172627
H: 4.570611 7.928172 2.912081
H: 5.351210 5.700372 2.032392
H: 3.808675 5.589971 1.088677
H: 2.703619 5.355595 3.075419
H: 2.295534 7.651732 3.151423
C: -3.983687 -0.557687 -1.472525
C: -3.607477 -0.175845 -2.896295
O: -2.241979 0.238383 -3.073923
O: -3.254914 -1.789564 -1.189797
H: -5.041635 -0.784615 -1.513193
H: -3.815414 0.231812 -0.741269
H: -4.212557 0.697657 -3.204883
H: -3.840075 -1.008187 -3.578069
H: -1.692604 -0.583089 -3.259981
H: -3.452960 -2.019877 -0.266587
C: 0.876901 -1.802415 2.741190
C: 0.599172 -2.598524 1.499239
C: 1.888266 -3.088320 0.868691
O: -0.185749 -3.810510 1.742796
H: 1.550429 -0.985820 2.467373
H: 1.338906 -2.342976 3.545191
H: -0.011908 -1.340771 3.181968
H: -0.026997 -1.982661 0.842819
H: 2.244814 -3.881762 1.503863
H: 2.655124 -2.329022 0.878604
H: 1.616532 -3.393215 -0.138761
H: -0.116878 -4.376462 0.944329
C: -6.101441 0.374434 2.392681
C: -6.492185 1.789297 2.510319
C: -8.042986 1.927670 2.626986
O: -5.861131 2.450833 3.621646
H: -4.995896 0.282935 2.295622
H: -6.531928 -0.005961 1.489381
H: -6.479415 -0.156136 3.285924
H: -6.131862 2.363286 1.648591
H: -8.569618 1.698367 1.672043
H: -8.243903 2.956918 2.867801
H: -8.514144 1.343613 3.391262
H: -5.955188 1.949811 4.412850

Cartesian forces (eV/Å) of the 3 atoms listed first:
-0.45 0.68 1.26
0.05 -0.70 -0.72
0.00 -0.40 0.49

Calculated values
**Lowest unoccupied orbital energy**: 0.1618 eV
**Gap between HOMO and LUMO**: 9.492 eV
**HOMO energy**: -9.330 eV
**Electronic energy**: -4091.2264 hartree

These are the Löwdin partial charges, in e, on atoms 1 to 4: C -0.054; C -0.285; O -0.116; H 0.078

2.
# C46H27Cl4CrN4O5S

A structure of composition C46H27Cl4CrN4O5S (the ωB97M-V functional and the def2-TZVPD basis, the OMol25 dataset).

Geometry (Å):
Cr: 0.592169 0.043478 0.071513
Cl: 6.505673 -3.444333 -5.480894
C: 5.167393 -2.784460 -4.551216
C: 4.714583 -1.508376 -4.827338
C: 3.654388 -0.996644 -4.092876
C: 3.034802 -1.757386 -3.106068
C: 3.544125 -3.020529 -2.820043
C: 4.604412 -3.545935 -3.543904
C: 1.922418 -1.177656 -2.261566
C: 0.910702 -2.159166 -1.754082
C: 0.520528 -3.426900 -2.168319
C: -0.490865 -3.831093 -1.284858
C: -0.659440 -2.781497 -0.371974
C: -1.312896 -2.790529 0.883080
C: -2.047656 -4.028324 1.259831
C: -1.577798 -4.853883 2.276788
C: -2.252639 -6.014778 2.631668
C: -3.404140 -6.355047 1.946633
Cl: -4.262632 -7.821817 2.384452
C: -3.889311 -5.566027 0.918789
C: -3.204270 -4.405902 0.581664
C: -1.216235 -1.768626 1.776234
N: -0.596033 -0.533495 1.548683
C: -0.790777 0.208264 2.712900
C: -0.532238 1.545187 2.806677
C: -0.637238 2.176673 4.151995
C: 0.136462 1.693464 5.206233
C: 0.046696 2.233300 6.482881
C: -0.828534 3.278875 6.707694
Cl: -0.948894 3.976820 8.311366
C: -1.613086 3.783488 5.686190
C: -1.511288 3.229037 4.417447
C: -0.308214 2.341327 1.662034
C: -0.294561 3.742344 1.608712
C: -0.470865 4.086209 0.283726
C: -0.519658 2.893618 -0.471857
N: -0.373753 1.815193 0.371683
C: -0.769561 2.749656 -1.883059
C: -0.224939 1.635426 -2.570968
C: -0.059323 1.442445 -3.960289
C: 0.818023 0.363019 -4.121354
C: 1.135143 -0.048284 -2.832446
N: 0.482097 0.669400 -1.903650
C: -1.594320 3.700115 -2.632740
C: -2.561850 3.206037 -3.529074
C: -3.391385 4.036140 -4.260919
C: -3.274501 5.409548 -4.118757
Cl: -4.321984 6.475647 -5.043122
C: -2.334246 5.943760 -3.260770
C: -1.506482 5.098164 -2.533536
C: -1.485104 -0.599573 3.696653
C: -1.775879 -1.775136 3.119671
N: 0.164848 -1.741266 -0.705750
H: 5.194897 -0.915812 -5.594313
H: 3.321669 0.017047 -4.259898
H: 3.111929 -3.593153 -2.010765
H: 4.996402 -4.529319 -3.322090
H: 0.923753 -3.983794 -2.999679
H: -0.990464 -4.787121 -1.255042
H: -0.665735 -4.575941 2.790787
H: -1.884158 -6.652727 3.423829
H: -4.790692 -5.853352 0.394079
H: -3.566884 -3.776361 -0.221650
H: 0.826892 0.881367 5.012799
H: 0.657062 1.851360 7.290271
H: -2.303593 4.593024 5.881911
H: -2.139825 3.602752 3.619470
H: -0.200580 4.414991 2.445908
H: -0.523954 5.091914 -0.091657
H: -0.461973 2.068239 -4.741293
H: 1.182132 -0.054323 -5.046304
H: -2.669785 2.133693 -3.622973
H: -4.136892 3.620437 -4.926532
H: -2.232671 7.017739 -3.170934
H: -0.747837 5.547569 -1.913985
H: -1.780722 -0.263622 4.677988
H: -2.341337 -2.587792 3.546968
O: 4.501910 0.308255 0.016455
S: 3.364945 0.710707 -0.768145
O: 3.636842 1.249762 -2.070184
O: 2.339007 1.428193 0.020383
O: 2.528616 -0.720964 -0.971313
C: 2.423760 0.194643 2.612301
C: 1.758093 -0.758264 1.628511
O: 1.919017 -1.940971 1.718076
H: 3.432385 0.359951 2.232033
H: 2.476927 -0.298365 3.586185
H: 1.929000 1.160265 2.675037

Cartesian forces (eV/Å) of the 3 atoms listed first:
-0.76 -0.33 0.31
-0.07 0.04 0.05
0.05 -0.02 -0.03

Calculated values
**Multiplicity**: 2
**Lowest unoccupied orbital energy (alpha / beta)**: 3.5979 / 3.5977 eV
**Gap between HOMO and LUMO (alpha / beta)**: 3.894 / 5.100 eV
**Total charge**: -2
**HOMO energy (alpha / beta)**: -0.296 / -1.503 eV
**Electronic energy**: -5647.8973 hartree

These are the Löwdin partial charges, in e, on atoms 1 to 4: Cr 0.808; Cl 0.594; C -0.666; C -0.097